The following is a quantum chemistry calculation of a cluster of 2 separate species, C7H11N3S in total, from the OMol25 dataset.

Element x y z (Å)
C  -3.280  1.821  0.882
C  0.565  -0.763  -1.792
H  -0.228  -0.435  -2.381
H  1.983  -1.455  -3.013
H  3.339  -1.733  -1.055
N  -1.446  1.169  2.042
S  -0.276  0.579  3.066
C  -2.774  1.160  2.071
N  -2.321  2.265  0.139
H  2.592  0.035  -0.034
H  -3.188  0.680  2.903
H  1.235  -2.905  -2.379
H  -4.232  1.947  0.616
H  -0.370  1.253  0.170
C  2.388  -1.862  -0.798
C  -1.151  1.869  0.753
H  2.225  -2.711  -0.300
H  -0.516  2.677  0.797
N  0.575  -0.292  -0.637
H  1.483  -0.810  1.058
C  1.584  -1.809  -2.112
C  1.814  -0.677  0.006

E_HOMO (spin up / spin down) (eV): -7.74 / -7.74
Energy (eV): -22739.2200
LUMO energy (spin up / spin down) (eV): -0.278 / -0.279
Energy relative to the best compared isomer or geometry (same formula, charge and spin) (kcal/mol): 67.60
Charge: 0
SMILES: [S-][N+]1=CC=NC1.C1=NCCC1
Frontier orbital gap (spin up / spin down) (eV): 7.46 / 7.46

---

The following is a quantum chemistry calculation of a cluster of 6 separate species, C39H57F16NO14SSi in total, from the OMol25 dataset.

Element x y z (Å)
C  -6.198  2.023  0.919
F  3.032  -1.181  -8.154
H  -5.428  -3.855  1.693
C  -4.714  -3.831  4.111
O  -0.986  6.993  3.734
H  -3.156  -0.164  0.947
H  -5.664  -0.029  0.537
C  8.554  -1.555  0.837
H  -1.701  7.623  5.580
H  -1.292  -0.913  3.771
H  4.567  -4.252  2.736
O  3.901  -2.721  0.554
H  4.193  3.749  -7.955
F  -1.111  6.371  1.163
C  -1.346  -2.634  2.505
F  -1.406  8.513  1.311
H  9.344  -5.117  -1.342
C  3.316  3.203  -8.300
C  -2.120  1.267  -0.260
C  3.304  1.779  -7.789
C  -1.292  -1.107  0.428
O  -2.558  -0.571  7.137
F  4.262  -2.728  -9.043
H  -3.938  3.387  3.062
H  -9.350  3.027  1.707
H  -1.608  -3.232  0.450
F  1.184  -4.519  -0.670
C  4.111  -1.948  -7.965
H  -3.953  -3.980  3.338
H  5.800  -3.123  3.317
C  9.888  -4.569  -2.110
H  -2.947  -2.304  1.133
F  7.855  -1.929  1.907
H  4.174  1.245  -8.165
F  3.146  -4.198  -1.509
H  -7.915  -0.927  0.920
C  -3.564  1.690  -0.609
H  -3.557  2.265  -1.540
C  2.121  4.410  -6.679
O  2.113  -3.551  1.659
C  2.083  -3.429  -4.322
F  -0.252  4.469  -6.868
H  -2.179  -3.517  4.808
H  -1.568  2.145  0.084
F  5.179  -1.164  -7.866
F  0.637  5.400  -5.132
C  -8.773  0.996  1.332
H  5.225  -1.525  1.501
H  2.402  1.268  -8.119
C  -7.264  2.870  1.239
C  -6.465  0.657  0.792
C  0.799  5.166  -6.428
Si  -4.455  2.718  0.709
H  -4.132  0.780  -0.816
H  -3.499  4.942  0.427
C  2.193  -3.654  -0.742
H  2.905  -2.804  -3.978
H  -1.513  -2.145  5.631
F  9.333  -0.524  1.180
H  -1.220  -1.235  -0.652
H  -1.630  0.925  -1.175
C  -1.996  -1.721  3.563
H  -4.802  -1.673  3.796
H  -7.090  3.935  1.325
O  9.851  -2.454  -0.893
C  4.532  -2.311  1.790
C  10.703  -3.449  -1.503
H  1.800  -4.103  -3.521
H  10.545  -5.264  -2.631
H  1.240  -2.774  -4.545
C  -2.148  7.203  3.138
H  -1.501  -3.692  2.740
C  -2.265  -2.433  4.899
H  -2.508  2.751  2.228
F  7.694  -1.137  -0.096
F  -3.099  7.198  0.985
O  -3.967  0.365  5.329
O  2.994  4.341  -5.867
S  -3.647  -0.688  6.233
O  2.755  -3.353  -6.669
C  -1.938  7.323  1.614
H  -1.379  5.379  6.674
C  2.474  -4.221  -5.549
C  -1.028  6.870  5.172
O  -6.006  -4.193  3.633
H  3.327  1.759  -6.699
H  -0.018  7.103  5.502
H  9.163  -4.170  -2.820
O  -7.335  -3.271  2.076
H  -5.167  5.041  0.947
H  -5.653  -2.283  5.196
C  -3.584  2.618  2.375
O  4.851  -2.979  -5.917
N  -3.590  -2.151  5.505
H  -4.822  4.710  -0.770
H  -9.766  0.604  1.514
C  -6.278  -3.724  2.385
C  -1.430  5.473  5.589
F  0.823  6.340  -7.073
C  9.419  -2.726  0.325
H  -4.478  -4.488  4.947
C  -7.736  0.138  1.000
H  -0.283  -0.952  0.822
C  5.261  -3.466  2.436
H  -3.716  1.629  2.816
H  1.656  -4.855  -5.881
H  -0.764  4.735  5.142
O  2.121  3.913  -7.905
H  11.413  -3.819  -0.764
F  1.744  -2.548  -1.351
H  3.309  3.227  -9.387
C  -1.855  -2.379  1.086
H  5.977  -3.901  1.738
O  -3.219  7.312  3.653
O  9.652  -3.694  0.985
H  11.258  -2.910  -2.267
C  -2.117  0.142  0.789
C  -8.539  2.359  1.444
C  -4.736  -2.395  4.616
H  -2.895  -1.242  3.179
H  3.786  -1.878  2.454
H  -2.446  5.245  5.271
H  -0.263  -2.492  2.541
H  -1.755  0.523  1.745
F  -4.938  -0.932  7.082
C  2.730  -3.317  0.663
H  3.335  -4.860  -5.358
C  -4.492  4.536  0.253
C  3.963  -2.820  -6.700

E_HOMO (eV): -8.92
Energy (eV): -133717.7618
LUMO energy (eV): 0.324
Charge: 0
SMILES: C[Si](C)(CCCCCCCCN(CCOC=O)S(=O)(=O)F)c1ccccc1.CCOC(=O)C(F)(F)F.CCOC(=O)C(F)(F)F.CCOC(=O)C(F)(F)F.CCOC(=O)C(F)(F)F.CCOC(=O)C(F)(F)F
Frontier orbital gap (eV): 9.25

---

The following is a quantum chemistry calculation of a structure of composition C17H22N2O2, from the OMol25 dataset.

Element x y z (Å)
H  -3.130  -0.409  1.985
H  -0.054  -3.106  3.375
H  0.771  -1.103  2.833
C  -0.191  -3.377  2.393
N  2.107  -0.663  -0.706
C  -1.475  1.094  1.376
O  0.977  -2.480  -1.347
C  -1.198  2.508  -2.009
C  1.028  2.387  -1.497
C  0.830  1.005  -2.064
N  -0.771  -1.256  1.486
C  1.345  -2.063  1.138
H  -0.519  5.069  -0.530
H  0.441  5.187  -1.718
C  1.993  -0.079  -2.180
H  -0.584  -4.486  2.389
H  -1.426  1.837  0.630
C  -1.168  -2.656  1.729
H  2.878  0.308  -2.452
C  -0.025  2.970  -1.499
H  -1.286  -0.246  -0.200
C  -2.647  0.297  1.388
H  2.463  0.019  -0.012
H  2.688  -1.942  1.460
H  0.997  4.648  -0.383
C  0.234  4.490  -0.990
C  -1.481  1.349  -2.495
H  -2.365  1.094  -2.882
H  0.978  -0.062  1.453
C  1.682  -1.773  -0.482
C  0.978  -3.511  1.351
H  -1.336  1.343  2.444
O  -2.265  -2.749  1.566
H  -3.540  0.289  0.614
C  -0.608  0.474  -2.574
H  1.884  -3.930  1.987
H  -0.361  -0.383  -2.733
H  -1.927  3.471  -2.059
H  2.019  -0.987  -2.787
H  1.976  2.470  -1.386
H  0.693  -3.906  0.621
C  0.678  -0.999  1.937
C  -1.283  -0.143  0.830

E_HOMO (eV): -8.00
Energy (eV): -25045.1901
LUMO energy (eV): 0.477
Energy relative to the best compared isomer or geometry (same formula, charge and spin) (kcal/mol): 421.89
Charge: 0
Frontier orbital gap (eV): 8.48

---

The following is a quantum chemistry calculation of a structure of composition C5H5N2O3, from the OMol25 dataset.

Element x y z (Å)
C  0.459  0.322  -0.219
O  -1.735  -1.209  -0.300
O  1.729  2.370  -0.074
O  3.598  -0.342  0.216
H  -1.793  1.971  -0.158
C  -2.315  1.064  0.172
N  0.985  -2.180  -0.004
H  -3.508  1.000  -0.012
H  1.889  -2.645  0.303
H  -2.171  0.777  1.273
C  1.567  1.180  -0.141
H  -0.873  -1.547  -0.279
N  -1.503  0.212  -0.633
C  2.440  -0.083  -0.049
C  1.232  -0.890  -0.097

E_HOMO (eV): -4.28
Energy (eV): -14384.2763
LUMO energy (eV): 3.727
Energy relative to the best compared isomer or geometry (same formula, charge and spin) (kcal/mol): 134.67
Charge: -1
Frontier orbital gap (eV): 8.01

---

The following is a quantum chemistry calculation of a cluster of 3 separate species, H5O3 in total, from the OMol25 dataset.

Element x y z (Å)
H  0.605  0.836  0.215
O  -1.774  -1.415  0.147
O  0.692  1.868  0.381
H  -0.784  -1.157  -0.048
H  0.932  -0.647  -1.226
H  1.623  1.841  0.184
O  0.659  -0.712  -0.320
H  -1.952  -0.615  0.667

E_HOMO (eV): -4.21
Energy (eV): -6224.4744
LUMO energy (eV): 4.960
Energy relative to the best compared isomer or geometry (same formula, charge and spin) (kcal/mol): 3.60
Charge: -1
Frontier orbital gap (eV): 9.17

---

The following is a quantum chemistry calculation of a structure of composition C30H31MoN6O7S3, from the OMol25 dataset.

Element x y z (Å)
N  1.091  1.101  -4.585
O  -0.690  -1.176  -0.364
O  -1.756  1.424  1.391
C  1.157  -4.372  6.784
O  -2.802  0.181  -2.830
H  -3.534  2.672  -3.460
H  -4.927  -0.454  -4.083
O  -2.385  3.219  2.567
S  -2.847  0.564  -4.224
H  2.999  -3.109  1.664
H  2.990  -3.416  -1.817
H  3.565  -3.420  0.023
H  0.449  0.271  5.717
C  -2.865  2.355  -4.260
C  1.629  -0.383  3.104
H  2.673  1.712  0.817
C  0.054  -3.699  6.285
C  2.559  3.556  1.930
O  -1.780  0.137  -5.096
N  0.747  2.108  1.436
C  2.044  2.413  1.349
C  2.424  -2.331  6.720
C  -4.434  0.069  -4.901
C  -4.287  -0.792  -6.147
H  -2.820  2.387  -0.928
H  -0.878  -4.226  6.126
H  1.093  -5.427  7.013
C  1.706  4.402  2.625
H  3.205  -4.200  7.408
O  0.947  1.886  -5.504
H  -4.989  0.987  -5.101
S  2.531  0.180  4.489
C  -0.703  -2.450  -2.321
C  -1.540  2.530  2.068
C  1.423  -0.182  5.894
H  -3.278  2.667  -5.220
H  3.352  -1.797  6.893
H  -0.363  4.708  3.216
C  0.136  -2.342  5.999
C  -0.889  2.212  -1.804
C  -1.450  2.922  -4.137
H  -3.773  -0.257  -6.943
C  3.245  -2.645  0.707
O  1.797  0.115  -4.597
C  2.036  -1.910  0.217
N  2.340  -0.634  2.063
C  2.344  -3.683  7.006
N  -0.067  1.365  -1.182
H  -3.726  -1.699  -5.934
H  -0.925  2.820  -5.076
H  -0.734  -1.816  5.628
H  -1.606  3.462  -0.250
Mo  -0.240  0.242  0.806
H  -5.278  -1.075  -6.501
H  1.540  0.134  -1.938
C  1.319  -2.347  -0.972
C  0.750  0.833  -2.145
C  -0.053  -3.231  -3.249
N  -0.622  2.251  -3.125
C  1.287  -3.573  -3.066
H  3.615  3.770  1.846
C  0.414  1.361  -3.340
H  4.059  -1.950  0.907
C  1.951  -3.149  -1.939
C  1.322  -1.650  6.208
H  1.806  -4.167  -3.806
C  -0.022  -1.990  -1.195
H  -0.581  -3.564  -4.133
H  -1.731  -2.139  -2.442
S  -0.137  -0.369  3.094
N  1.594  -0.899  0.911
C  -1.964  3.017  -1.173
H  -2.282  3.825  -1.829
C  -0.082  2.934  2.091
H  2.090  5.295  3.100
H  1.900  0.362  6.710
H  -1.501  3.983  -3.895
C  0.357  4.089  2.701

E_HOMO (spin up / spin down) (eV): -10.91 / -10.94
Energy (eV): -89241.8072
LUMO energy (spin up / spin down) (eV): -3.930 / -3.739
Energy relative to the best compared isomer or geometry (same formula, charge and spin) (kcal/mol): 9.91
Charge: +1
Multiplicity: 3
Frontier orbital gap (spin up / spin down) (eV): 6.98 / 7.20